Entry from OMol25: a molecular structure, C24H25N4O6PbS (the ωB97M-V functional and the def2-TZVPD basis).

Geometry as XYZ:
```
61
Properties=species:S:1:pos:R:3:forces:R:3:lowdin_charge:R:1
Pb -0.8727 -0.1814 0.6140 -0.8434 -0.1537 0.6124 1.4819
O -3.5283 1.0524 2.6951 -0.1299 0.2685 -0.3107 -0.0897
C -3.2305 -0.1218 3.4195 -0.0088 -0.2937 0.1553 -0.2497
C -3.5048 -1.4236 2.6520 -0.0184 0.1879 0.1525 -0.1687
N -2.2884 -2.0180 2.1014 -0.1127 -0.2247 0.1663 -0.2515
C -1.4416 -2.5843 3.1508 0.5127 0.0915 -0.0125 -0.1069
C 0.0788 -2.2209 3.0790 -0.5371 -0.3919 0.2938 -0.6958
O 0.8215 -2.8940 3.7794 0.1750 -0.3534 0.3489 0.0050
O 0.4207 -1.2137 2.3938 -0.0450 0.3153 -0.8367 -0.2497
C -2.6477 -3.0101 1.0953 -0.2080 0.1340 -0.4209 -0.1266
C -3.2020 -2.3850 -0.2281 -0.1437 -0.3557 0.4458 -0.7101
O -4.0557 -3.0201 -0.8289 -0.2761 -0.4164 -0.0943 0.0056
O -2.7177 -1.2686 -0.5797 0.6455 0.6494 0.1363 -0.1987
H -3.2876 0.9133 1.7720 0.0228 0.0324 -0.0219 0.0393
H -3.8551 -0.0635 4.3169 0.1477 -0.0920 -0.0481 0.1205
H -2.1741 -0.1071 3.7225 -0.0684 -0.0539 0.0844 0.0869
H -4.1834 -1.2039 1.8236 -0.0336 0.0187 0.0585 0.1319
H -4.0157 -2.1484 3.3087 0.0259 0.0537 -0.0762 0.1283
H -1.5221 -3.6765 3.1948 -0.0226 0.0880 0.0054 0.1241
H -1.7587 -2.2088 4.1300 0.0076 -0.0698 -0.0740 0.1208
H -3.3957 -3.7187 1.4835 0.1188 0.0148 -0.1109 0.1256
H -1.7538 -3.5717 0.8186 0.0338 -0.0889 0.0667 0.1121
N 4.7977 1.4512 -8.1677 0.1391 0.0433 -0.2345 0.1499
C 4.1789 1.3242 -7.2093 0.3772 0.1077 -0.5895 -0.2026
C 3.4255 1.1585 -6.0271 -0.5446 -0.1934 0.8798 -0.2425
C 2.0655 0.8523 -6.0996 0.1985 0.0707 -0.1000 -0.0144
C 1.3394 0.6572 -4.9414 0.0088 -0.0082 0.1662 -0.0015
C 1.9545 0.7646 -3.6973 0.2049 0.0898 -0.3292 -0.2063
C 3.3094 1.0800 -3.6315 -0.1259 -0.0498 0.0660 -0.0064
C 4.0465 1.2711 -4.7817 -0.0305 0.0275 -0.2146 -0.0129
C 1.1925 0.5417 -2.4416 -0.0660 0.0999 0.2991 -0.0453
C 0.7718 1.6991 -1.7896 0.1824 0.1998 -0.4457 -0.2672
C 1.0475 3.0381 -2.2115 -0.0089 -0.0731 0.0191 -0.0242
C 0.5209 3.8640 -1.2523 0.0734 0.1452 -0.1498 -0.0752
C -0.0707 3.0151 -0.2918 -0.0168 -0.2271 -0.0548 -0.1672
N 0.0677 1.7433 -0.6098 0.3159 0.0036 -0.1150 -0.0837
C 1.0683 -0.7980 -2.0607 0.2073 -0.0534 -0.4130 -0.2488
C 1.6314 -1.8920 -2.7797 -0.1233 0.1538 0.0841 -0.0180
C 1.3373 -3.0296 -2.0713 0.0330 -0.1010 -0.0870 -0.0653
C 0.6102 -2.6090 -0.9469 0.0286 0.0990 0.0339 -0.1367
N 0.4504 -1.2950 -0.9330 -0.0658 0.1805 0.2243 -0.0565
H 1.5963 0.7692 -7.0691 -0.0577 -0.0208 -0.0274 0.1182
H 0.2894 0.4132 -4.9960 -0.1067 -0.0280 0.0227 0.1310
H 3.7791 1.1651 -2.6640 0.0574 0.0080 0.1156 0.1326
H 5.1000 1.5059 -4.7319 0.0430 0.0059 0.0212 0.1187
H 1.5753 3.3231 -3.1046 0.0498 0.0534 -0.0711 0.1044
H 0.5520 4.9376 -1.2187 -0.0023 0.1374 -0.0130 0.0873
H -0.5827 3.3059 0.6089 -0.1204 0.0510 0.2054 0.0969
H 2.1814 -1.8204 -3.6997 0.0785 -0.0032 -0.1111 0.1068
H 1.5978 -4.0399 -2.3189 0.0555 -0.1885 -0.0141 0.0906
H 0.2206 -3.2167 -0.1532 -0.0850 -0.1557 0.2022 0.1031
C -0.6422 2.8387 4.1059 0.2910 -0.6774 -0.5406 -0.2305
S 0.4402 1.5555 3.2861 -1.1323 0.5493 2.0016 0.7473
C 0.7372 0.6323 4.8493 -0.1244 -0.0136 -0.7896 -0.2261
O 1.6865 2.2716 3.0082 1.1577 0.4763 -0.5631 -0.5391
H -0.0703 3.3813 4.8501 0.2548 -0.0693 0.0971 0.0461
H -1.5008 2.3508 4.5490 -0.2423 -0.0884 0.0658 0.0331
H -0.9747 3.5248 3.3355 -0.0428 0.0599 -0.1628 0.0327
H 1.2809 1.2617 5.5458 0.0146 0.2554 -0.0389 0.0534
H 1.3192 -0.2436 4.5849 0.0718 -0.1351 -0.0494 0.0388
H -0.2156 0.3211 5.2619 -0.1897 -0.0916 0.0899 0.0448
```
Forces are in eV/Å.

Properties
E_HOMO   -5.474 eV
Energy relative to the best compared isomer or geometry (same formula, charge and spin)   1.0692 eV
Lowest unoccupied orbital energy   1.4 eV
Multiplicity   1
Total charge   -1

---

Entry from OMol25: a molecular structure, C4H7NO (the ωB97M-V functional and the def2-TZVPD basis).

Geometry as XYZ:
```
13
Properties=species:S:1:pos:R:3:forces:R:3:lowdin_charge:R:1
C -1.2975 0.7993 1.1126 -0.2435 0.0448 0.1566 -0.1176
C 0.1431 0.5051 0.7527 -0.1117 -0.0963 -0.0347 -0.2524
C 0.1973 0.1000 -0.6874 -0.1517 -0.4476 -0.1829 -0.0849
O 1.9885 -1.4655 -1.1907 0.8454 -0.6730 -0.1222 0.1116
C 0.7051 -1.1473 -1.0838 -0.5386 0.4396 -0.0950 -0.6244
N -0.4617 -1.5788 -1.2287 1.2202 1.8531 0.5526 0.2691
H -1.3995 1.0876 2.1569 -0.1423 0.0337 0.0463 0.0679
H -1.6853 1.5997 0.4718 -0.0009 -0.0904 0.1809 0.0775
H -1.8833 -0.1017 0.9106 -0.0768 0.1680 0.1603 0.0748
H 0.5741 -0.2815 1.3856 -0.1989 0.0894 -0.1134 0.1171
H 0.7803 1.3972 0.9036 -0.2245 -0.2848 -0.2520 0.1211
H 0.1599 0.8930 -1.4412 -0.5065 -0.3852 0.0878 0.1285
H 2.1788 -1.8071 -2.0620 0.1298 -0.6513 -0.3842 0.1117
```
Forces are in eV/Å.

Properties
E_HOMO   -9.425 eV
Energy relative to the best compared isomer or geometry (same formula, charge and spin)   3.3186 eV
Lowest unoccupied orbital energy   0.6 eV
Multiplicity   1

---

Entry from OMol25: a single C5H8N2O3 molecule (the ωB97M-V functional and the def2-TZVPD basis).

Geometry as XYZ:
```
18
Properties=species:S:1:pos:R:3:forces:R:3:lowdin_charge:R:1
C 0.0906 -0.5550 -2.7125 -0.6049 -6.2254 1.7302 0.0230
C 0.0322 -0.5231 -1.1997 0.6954 -4.1496 -0.4384 -0.5331
O 0.3218 -1.4956 -0.4736 -0.2441 0.8729 -1.3753 0.0463
N -0.3116 0.5773 -0.6405 -2.5673 7.4385 0.8881 0.1061
C -0.4914 0.8687 0.7949 12.0176 -14.9305 -2.6498 -0.1285
C 0.8807 1.1056 1.4759 0.6306 -7.5704 -13.0165 -0.0410
O 1.2323 -0.1676 2.0695 0.5140 -0.4343 -1.3329 -0.1259
N -0.0060 -0.7642 2.3973 -1.1945 -2.6220 -0.9718 0.0607
C -1.0790 -0.3878 1.4220 2.3065 -0.9424 2.7015 -0.3565
O -2.1563 -0.9096 1.3866 0.5774 0.5630 -0.4005 0.1249
H 0.9156 -0.1156 -2.9967 5.0729 2.2754 -1.0588 0.0134
H -0.5451 -0.0459 -3.3294 -2.8349 0.8894 -0.9573 0.0474
H 0.3006 -1.7031 -3.0450 -1.0361 2.7953 0.7866 0.1600
H -0.5951 1.4916 -1.1325 0.7912 -2.6259 0.0602 0.2046
H -1.0386 1.4964 0.8841 -11.8369 14.0142 1.7084 0.0131
H 1.4921 1.4408 0.4995 -0.3337 -0.5614 3.2143 0.1957
H 0.7609 1.5222 2.2364 -1.2917 8.7062 11.0056 0.0043
H 0.1962 -1.8350 2.3638 -0.6616 2.5070 0.1065 0.1857
```
Forces are in eV/Å.

Properties
E_HOMO   -8.854 eV
Energy relative to the best compared isomer or geometry (same formula, charge and spin)   6.8139 eV
Lowest unoccupied orbital energy   0.4 eV
Multiplicity   1

---

Repeat the third record exactly.
Entry from OMol25: a single C5H8N2O3 molecule (the ωB97M-V functional and the def2-TZVPD basis).

Geometry as XYZ:
```
18
Properties=species:S:1:pos:R:3:forces:R:3:lowdin_charge:R:1
C 0.0906 -0.5550 -2.7125 -0.6049 -6.2254 1.7302 0.0230
C 0.0322 -0.5231 -1.1997 0.6954 -4.1496 -0.4384 -0.5331
O 0.3218 -1.4956 -0.4736 -0.2441 0.8729 -1.3753 0.0463
N -0.3116 0.5773 -0.6405 -2.5673 7.4385 0.8881 0.1061
C -0.4914 0.8687 0.7949 12.0176 -14.9305 -2.6498 -0.1285
C 0.8807 1.1056 1.4759 0.6306 -7.5704 -13.0165 -0.0410
O 1.2323 -0.1676 2.0695 0.5140 -0.4343 -1.3329 -0.1259
N -0.0060 -0.7642 2.3973 -1.1945 -2.6220 -0.9718 0.0607
C -1.0790 -0.3878 1.4220 2.3065 -0.9424 2.7015 -0.3565
O -2.1563 -0.9096 1.3866 0.5774 0.5630 -0.4005 0.1249
H 0.9156 -0.1156 -2.9967 5.0729 2.2754 -1.0588 0.0134
H -0.5451 -0.0459 -3.3294 -2.8349 0.8894 -0.9573 0.0474
H 0.3006 -1.7031 -3.0450 -1.0361 2.7953 0.7866 0.1600
H -0.5951 1.4916 -1.1325 0.7912 -2.6259 0.0602 0.2046
H -1.0386 1.4964 0.8841 -11.8369 14.0142 1.7084 0.0131
H 1.4921 1.4408 0.4995 -0.3337 -0.5614 3.2143 0.1957
H 0.7609 1.5222 2.2364 -1.2917 8.7062 11.0056 0.0043
H 0.1962 -1.8350 2.3638 -0.6616 2.5070 0.1065 0.1857
```
Forces are in eV/Å.

Properties
E_HOMO   -8.854 eV
Energy relative to the best compared isomer or geometry (same formula, charge and spin)   6.8139 eV
Lowest unoccupied orbital energy   0.4 eV
Multiplicity   1

---

- Among the records above, which one has the lowest E_HOMO?
  C4H7NO

---

- Look up the energy relative to the best compared isomer or geometry (same formula, charge and spin) of the second one.
  3.3186 eV